Entry 1:
Molecular formula: C2H2FN3
Method: DFT, wB97M-V/def2-TZVPD

Summary:
E = -341.3541 Ha
Kohn-Sham gap = 8.60 eV
ΔE to the lowest compared entry with this formula, charge and spin = 4.698 eV

Element x y z (Å)
C -1.0943 -0.5507 -0.6151
C -0.3805 -1.5923 -0.2484
N -1.1320 0.6436 -0.5126
N -0.2413 1.0561 0.9176
N 0.4522 0.3178 1.4473
F -1.0346 -2.6922 0.2349
H 0.6720 -1.4769 -0.6392
H -0.6257 1.9697 0.9245

Entry 2:
Molecular formula: C4H6O
Method: DFT, wB97M-V/def2-TZVPD

Summary:
E = -231.1124 Ha
Kohn-Sham gap = 10.42 eV
ΔE to the lowest compared entry with this formula, charge and spin = 3.029 eV
SMILES = C#CCOC

Element x y z (Å)
C 0.9840 -1.5900 0.6575
C -0.1095 -1.7069 0.1551
C -1.0944 -0.6443 -0.1323
O -0.5599 0.5248 0.4685
C 0.3659 1.3335 -0.2231
H 1.9080 -1.3482 1.1188
H -2.0586 -0.8000 0.3590
H -1.2561 -0.5294 -1.2125
H 0.5463 1.0310 -1.2639
H 1.3467 1.3964 0.2800
H -0.0723 2.3332 -0.2070

Entry 3:
Molecular formula: C10H18N6OS
Method: DFT, wB97M-V/def2-TZVPD

Summary:
E = -1193.3730 Ha
Kohn-Sham gap = 8.08 eV
SMILES = CCCCC(=O)NC(=S)Nc1nnn(CCC)n1

Element x y z (Å)
C -2.9730 -1.3364 -3.8381
C -3.1340 -0.0482 -4.7069
C -2.4527 1.0290 -4.0314
C -0.8093 1.0432 -4.0684
C 0.0516 1.2634 -2.7848
O 0.6865 2.1726 -2.3615
N -0.5290 0.4256 -1.6342
C -0.0271 0.0083 -0.4617
S -0.8028 -1.1704 0.3453
N 0.8498 0.9268 0.0340
C 1.3009 1.0927 1.2314
N 2.1339 1.9248 1.6301
N 2.6584 1.8578 2.7532
N 1.8424 0.6142 3.3236
C 1.9300 0.1418 4.5230
C 2.4187 -1.0548 4.4820
C 2.4018 -1.7590 5.9682
N 0.9046 0.1087 2.4047
H -3.3749 -2.0723 -4.3265
H -3.1902 -1.2457 -2.7807
H -1.9925 -1.8503 -3.8075
H -4.0184 0.1184 -4.6369
H -2.7660 -0.1858 -5.6056
H -2.7396 2.1111 -4.3713
H -2.6847 1.0362 -2.8568
H -0.5075 1.6465 -4.6820
H -0.5556 0.1424 -4.2993
H -1.0833 -0.3172 -2.0989
H 1.1852 1.4425 -0.7055
H 0.7623 0.2645 5.0858
H 2.3240 0.9054 5.3049
H 3.2948 -1.1926 4.3018
H 1.6781 -1.8895 3.9057
H 2.7749 -2.9695 5.7660
H 1.3167 -1.8818 6.4079
H 3.1260 -1.3022 6.5904

Entry 4:
Molecular formula: C6H12
Method: DFT, wB97M-V/def2-TZVPD

Summary:
E = -235.7514 Ha
Kohn-Sham gap = 9.96 eV
ΔE to the lowest compared entry with this formula, charge and spin = 1.818 eV
SMILES = C/C=C/CCC

Element x y z (Å)
C -1.4552 2.1499 -1.5099
C -0.7217 0.8846 -1.0929
C 0.4050 0.8419 -0.3817
C 1.1654 -0.4723 -0.2934
C 0.6527 -1.6164 0.5935
C 0.2614 -1.3031 2.0364
H -1.7758 1.9554 -2.5285
H -2.3503 2.2530 -0.8923
H -0.7683 2.9804 -1.3761
H -1.3581 -0.0009 -1.0328
H 0.8129 1.7049 0.1346
H 2.2375 -0.2671 -0.2941
H 1.0746 -0.9658 -1.2677
H 1.5270 -2.2854 0.6187
H -0.0948 -2.2705 0.1443
H 1.1342 -1.0661 2.6355
H -0.3993 -0.4276 2.0367
H -0.3473 -2.0952 2.4698

Entry 5:
Molecular formula: C53H73ClO2
Method: DFT, wB97M-V/def2-TZVPD

Summary:
E = -2673.9692 Ha
Kohn-Sham gap = 9.55 eV
SMILES = CCCCCCCCCCCCCCCC[C@H]1OC(=O)C[C@@H]1CCCCl.c1ccccc1.c1ccccc1.c1ccccc1.c1ccccc1.c1ccccc1

Element x y z (Å)
C 4.9880 -2.1188 -1.3049
C 4.3574 -0.7478 -0.9838
C 3.2237 -0.7991 0.0483
C 2.2497 -1.9601 -0.1401
C 1.0791 -1.8458 0.8616
C 0.3877 -3.1857 1.1488
C -0.7802 -3.5888 0.2217
C -2.1620 -2.9859 0.6033
C -2.2938 -1.4587 0.4324
C -1.9445 -0.9579 -0.9912
C -2.9713 -1.4285 -2.0459
C -2.3780 -1.9293 -3.3832
C -2.0916 -0.7479 -4.3661
C -0.6177 -0.5252 -4.7821
C 0.4365 -0.6614 -3.6887
C 0.7276 0.6035 -2.8139
C -0.0201 1.8878 -3.1382
O -1.3720 1.9641 -2.7186
C -1.7287 3.2550 -2.4161
O -2.7622 3.7034 -2.6757
C -0.5301 3.8289 -1.6777
C 0.6354 2.9627 -2.1897
C 1.9565 3.6095 -2.6105
C 2.4702 4.5909 -1.5405
C 2.5595 3.9404 -0.1536
Cl 4.0456 4.4628 0.7304
H 5.5034 -2.5556 -0.4495
H 5.7360 -1.9505 -2.0817
H 4.2247 -2.7810 -1.7084
H 5.1773 -0.1045 -0.6524
H 4.0377 -0.3245 -1.9411
H 3.6945 -0.9083 1.0282
H 2.6776 0.1463 -0.0104
H 2.7573 -2.9014 0.0808
H 1.8351 -1.9815 -1.1514
H 0.4066 -1.0442 0.5594
H 1.5356 -1.5184 1.8044
H 1.1460 -3.9666 1.0457
H 0.0145 -3.2056 2.1767
H -0.5943 -3.3934 -0.8374
H -0.8771 -4.6770 0.2919
H -2.4069 -3.2682 1.6323
H -2.9734 -3.4080 0.0038
H -3.3291 -1.1500 0.6163
H -1.6903 -0.9489 1.1853
H -1.9516 0.1318 -0.9245
H -0.9195 -1.2640 -1.1879
H -3.5103 -2.2730 -1.6104
H -3.6381 -0.5905 -2.2335
H -3.1800 -2.5153 -3.8411
H -1.5428 -2.6174 -3.2482
H -2.6265 -0.9736 -5.2923
H -2.5723 0.1407 -3.9605
H -0.3976 -1.3024 -5.5196
H -0.5658 0.4180 -5.3292
H 1.3755 -0.9105 -4.1929
H 0.2498 -1.4947 -3.0157
H 0.6101 0.3283 -1.7671
H 1.7821 0.8484 -2.9275
H 0.1697 2.1487 -4.1818
H -0.6972 3.4538 -0.6626
H -0.4174 4.9034 -1.5831
H 0.9081 2.3788 -1.3063
H 2.7030 2.8140 -2.6721
H 1.8411 4.1711 -3.5406
H 3.4582 4.9657 -1.7885
H 1.7552 5.4110 -1.4701
H 1.7036 4.1638 0.4782
H 2.6164 2.8553 -0.2021
C 3.0393 2.8042 6.0282
C 4.2392 2.1535 6.2816
C 5.2136 2.0846 5.2951
C 4.9864 2.6633 4.0533
C 3.7840 3.3074 3.7951
C 2.8110 3.3785 4.7846
H 2.2817 2.8631 6.8000
H 4.4152 1.7001 7.2493
H 6.1510 1.5795 5.4942
H 5.7478 2.6114 3.2839
H 3.6097 3.7531 2.8181
H 1.8726 3.8821 4.5858
C -1.8237 -9.2104 1.9918
C -0.7137 -9.0233 2.8047
C -0.3712 -7.7452 3.2239
C -1.1315 -6.6551 2.8306
C -2.2332 -6.8409 2.0080
C -2.5823 -8.1178 1.5903
H -2.0967 -10.2071 1.6687
H -0.1169 -9.8730 3.1120
H 0.4908 -7.5967 3.8630
H -0.8666 -5.6579 3.1629
H -2.8230 -5.9873 1.6958
H -3.4440 -8.2623 0.9507
C -4.0321 4.8761 1.4371
C -3.7406 5.0175 2.7875
C -2.5417 5.5947 3.1835
C -1.6316 6.0275 2.2287
C -1.9206 5.8782 0.8791
C -3.1207 5.3041 0.4814
H -4.9699 4.4314 1.1289
H -4.4493 4.6777 3.5324
H -2.3164 5.7074 4.2366
H -0.6969 6.4800 2.5368
H -1.2079 6.2117 0.1348
H -3.3454 5.1895 -0.5723
C 2.1017 -5.0702 4.6597
C 2.9970 -4.0478 4.3752
C 3.5013 -3.2609 5.4012
C 3.1074 -3.4944 6.7119
C 2.2060 -4.5115 6.9953
C 1.7037 -5.3006 5.9693
H 1.7133 -5.6867 3.8582
H 3.3016 -3.8641 3.3518
H 4.2014 -2.4647 5.1799
H 3.5023 -2.8822 7.5129
H 1.8945 -4.6897 8.0170
H 1.0013 -6.0952 6.1905
C -5.6241 4.8929 -7.7510
C -4.2515 4.6983 -7.8170
C -3.5611 4.2389 -6.7033
C -4.2412 3.9772 -5.5208
C -5.6129 4.1804 -5.4540
C -6.3046 4.6366 -6.5682
H -6.1640 5.2453 -8.6211
H -3.7194 4.9042 -8.7378
H -2.4900 4.0843 -6.7566
H -3.7038 3.6170 -4.6520
H -6.1438 3.9822 -4.5311
H -7.3750 4.7927 -6.5152

Entry 6:
Molecular formula: C53H59N5O6SSn
Method: DFT, wB97M-V/def2-TZVPD

Summary:
E = -3392.9471 Ha
Kohn-Sham gap = 5.75 eV
charge = -2
ΔE to the lowest compared entry with this formula, charge and spin = 0.206 eV

Element x y z (Å)
Sn -0.0973 0.4471 -0.6169
C -4.8441 0.4368 0.0245
C -3.7857 0.3329 -1.0800
C -4.1510 1.2078 -2.2790
C -3.5935 -1.1302 -1.4303
C -4.4476 -1.7587 -2.3259
C -4.3630 -3.1211 -2.5587
C -3.4121 -3.8644 -1.8825
C -2.5360 -3.2748 -0.9783
C -1.5299 -4.1569 -0.2619
C -0.6867 -4.9632 -1.2538
C -2.2407 -5.0808 0.7349
C -2.6261 -1.8866 -0.7471
N -1.7332 -1.2283 0.1183
C -1.8492 -1.4307 1.4298
O -2.7514 -2.0278 2.0328
C -0.7022 -0.8701 2.2395
C -0.7320 -0.8902 3.6268
C 0.3842 -0.4438 4.3160
C 1.4858 0.0190 3.6093
C 1.4291 0.0205 2.2231
N 0.3613 -0.4334 1.5780
C 2.6087 0.4946 1.3998
O 3.6369 0.8493 2.0035
N 2.3805 0.4677 0.0965
C 3.4185 0.6938 -0.8201
C 3.4747 1.9060 -1.5333
C 4.4106 2.0604 -2.5464
C 5.3055 1.0509 -2.8577
C 5.2779 -0.1248 -2.1279
C 4.3525 -0.3230 -1.1108
C 4.3897 -1.6115 -0.3109
C 4.4804 -2.8506 -1.2059
C 5.5634 -1.5749 0.6773
C 2.6230 3.0793 -1.0953
C 3.4735 3.9670 -0.1793
C 2.0398 3.8777 -2.2608
H -5.0078 1.4787 0.3104
H -5.7914 0.0142 -0.3238
H -4.5186 -0.1130 0.9088
H -2.8486 0.7075 -0.6643
H -5.1451 0.9637 -2.6627
H -4.1599 2.2569 -1.9760
H -3.4236 1.0845 -3.0829
H -5.2023 -1.1781 -2.8430
H -5.0403 -3.6021 -3.2553
H -3.3525 -4.9333 -2.0569
H -0.8522 -3.5160 0.3018
H -1.2989 -5.6914 -1.7906
H -0.2276 -4.2980 -1.9850
H 0.1019 -5.5091 -0.7284
H -2.9155 -5.7673 0.2153
H -1.5110 -5.6729 1.2958
H -2.8184 -4.4795 1.4351
H -1.6231 -1.2552 4.1164
H 0.3964 -0.4560 5.3997
H 2.3876 0.3754 4.0870
H 4.4448 2.9905 -3.1019
H 6.0283 1.1836 -3.6544
H 5.9944 -0.9065 -2.3558
H 3.4656 -1.6772 0.2640
H 5.4621 -2.9197 -1.6800
H 4.3284 -3.7570 -0.6150
H 3.7210 -2.8092 -1.9880
H 6.5075 -1.4541 0.1380
H 5.4406 -0.7377 1.3630
H 5.6127 -2.5023 1.2570
H 1.7912 2.6865 -0.5074
H 4.3111 4.3883 -0.7429
H 2.8959 4.7912 0.2402
H 3.8767 3.3743 0.6450
H 2.8249 4.3791 -2.8317
H 1.4761 3.2303 -2.9343
H 1.3591 4.6454 -1.8838
C -5.1293 5.9332 0.3351
C -3.7586 6.1045 0.9320
C -2.6184 5.8475 0.1772
C -1.3567 6.0082 0.7250
C -1.2398 6.4065 2.0467
C -2.3596 6.6642 2.8194
C -3.6157 6.5167 2.2556
S 0.3775 6.6472 2.7515
O 0.2415 7.4536 3.9422
O 1.2065 7.1243 1.6832
N 0.9188 5.1825 3.2546
C 0.5612 3.9905 2.4582
C -0.7496 3.3733 2.9331
C -1.4445 2.4074 1.9307
O -2.5269 1.9401 2.2803
O -0.8415 2.2159 0.8216
H -5.0980 6.0309 -0.7494
H -5.8241 6.6713 0.7366
H -5.5193 4.9406 0.5718
H -2.7151 5.5140 -0.8488
H -0.4644 5.8314 0.1380
H -2.2298 6.9836 3.8452
H -4.4993 6.7196 2.8496
H 0.7215 5.0791 4.2430
H 1.3771 3.2694 2.5109
H 0.4832 4.2875 1.4133
H -1.4746 4.1639 3.1376
H -0.6047 2.8254 3.8690
C 0.9196 -3.6956 -4.5954
C -0.0244 -2.9511 -5.2942
C -0.3804 -1.6807 -4.8821
C 0.2070 -1.0852 -3.7430
C 1.1268 -1.8790 -3.0219
C 1.4775 -3.1466 -3.4470
N -0.1274 0.1518 -3.2611
C -0.4231 1.2038 -4.0730
C -1.1739 2.2837 -3.5445
C -1.4668 3.4048 -4.2938
C -1.0208 3.5251 -5.6065
C -0.2482 2.4969 -6.1359
C 0.0497 1.3652 -5.3992
H 1.2077 -4.6829 -4.9358
H -0.4977 -3.3753 -6.1744
H -1.1411 -1.1320 -5.4228
H 1.5809 -1.4520 -2.1301
H 2.2028 -3.7206 -2.8804
H -1.5284 2.2009 -2.5230
H -2.0580 4.2000 -3.8507
H -1.2754 4.3941 -6.2016
H 0.1374 2.5869 -7.1470
H 0.6804 0.5978 -5.8284

Entry 7:
Molecular formula: C18H29NO4
Method: DFT, wB97M-V/def2-TZVPD

Summary:
E = -1058.9429 Ha
Kohn-Sham gap = 8.80 eV
ΔE to the lowest compared entry with this formula, charge and spin = 2.839 eV
SMILES = CCOc1ccccc1OCCOCCN1C[C@@H](C)O[C@@H](C)C1

Element x y z (Å)
C 2.4528 3.6366 -0.7803
C 1.5058 2.4413 -0.7971
O 2.1838 1.2069 -0.9050
C 2.8742 0.7047 0.1713
C 2.8107 1.2306 1.4545
C 3.5494 0.6825 2.4897
C 4.3697 -0.4030 2.2578
C 4.4221 -0.9539 0.9908
C 3.6783 -0.4289 -0.0556
O 3.8513 -1.0125 -1.2887
C 2.6967 -1.4099 -1.9976
C 1.9565 -2.5643 -1.3005
O 1.4369 -2.2398 -0.0317
C 0.3005 -1.4021 -0.0077
C -1.0076 -2.1632 -0.3072
N -2.2284 -1.3996 -0.1610
C -2.5342 -0.9850 1.1948
C -3.9732 -0.4545 1.2288
C -4.3645 0.0372 2.6149
O -4.1162 0.6263 0.3285
C -3.7928 0.2531 -0.9954
C -3.9964 1.4704 -1.8863
C -2.3518 -0.2696 -1.0616
H 3.1059 3.6019 0.0880
H 1.8781 4.5586 -0.7562
H 3.0711 3.6268 -1.6744
H 0.8792 2.4801 -1.6941
H 0.8460 2.4497 0.0799
H 2.1865 2.0854 1.6633
H 3.4813 1.1185 3.4752
H 4.9570 -0.8276 3.0572
H 5.0452 -1.8092 0.7821
H 3.0662 -1.7636 -2.9635
H 2.0258 -0.5622 -2.1638
H 1.1725 -2.9353 -1.9744
H 2.6670 -3.3715 -1.1038
H 0.4104 -0.5658 -0.7059
H 0.2743 -1.0080 1.0119
H -1.0675 -3.0242 0.3641
H -0.9846 -2.5366 -1.3356
H -2.4434 -1.8473 1.8572
H -1.8611 -0.1866 1.5516
H -4.6443 -1.2717 0.9116
H -4.3118 -0.7780 3.3306
H -3.6935 0.8332 2.9262
H -5.3767 0.4300 2.5905
H -4.4651 -0.5645 -1.3090
H -3.3266 2.2685 -1.5774
H -5.0189 1.8241 -1.7921
H -3.7984 1.2147 -2.9233
H -2.1273 -0.5995 -2.0779
H -1.6707 0.5568 -0.7934

Entry 8:
Molecular formula: C29H40Cl12N6
Method: DFT, wB97M-V/def2-TZVPD

Summary:
E = -6979.3627 Ha
Kohn-Sham gap (spin up / spin down) = 5.52 / 1.74 eV
charge = +1
ΔE to the lowest compared entry with this formula, charge and spin = 2.168 eV
2S+1 = 2

Element x y z (Å)
C 1.0241 2.6737 2.8487
C 1.1959 1.7686 1.5254
N 0.3922 0.5218 1.5023
C 0.7894 -0.2734 0.3617
C 0.3882 0.1854 -1.0574
C 0.3109 -0.2119 2.7450
C -0.7101 -1.4168 2.6885
H -0.0578 2.7346 2.9672
H 1.3905 3.6908 2.7101
H 1.4730 2.2991 3.7686
H 1.0042 2.3103 0.5991
H 2.2457 1.4852 1.4503
H 1.8521 -0.5024 0.2823
H 0.5650 -1.3397 0.3880
H 1.1603 0.6789 -1.6477
H 0.1582 -0.7717 -1.5255
H -0.5215 0.7852 -1.0291
H 0.0242 0.3865 3.6098
H 1.2905 -0.6849 2.8134
H -1.7256 -1.0588 2.5195
H -0.6107 -2.0147 3.5944
H -0.5844 -2.0763 1.8298
C 1.7336 5.3985 -1.4787
Cl 3.0277 6.6040 -0.9360
Cl 2.5397 4.0110 -2.2831
Cl 0.8161 4.9362 -0.1148
Cl 0.6856 6.2679 -2.6570
C -4.8878 -3.5119 0.9507
Cl -5.0265 -5.1965 1.2877
Cl -5.7782 -2.5202 2.1556
Cl -3.2393 -2.8990 0.9226
Cl -5.3880 -3.3618 -0.7282
C -3.2358 -1.0458 6.6336
Cl -4.3732 -2.0574 7.5980
Cl -2.5941 0.2485 7.8004
Cl -1.8912 -2.1286 6.1227
Cl -4.0503 -0.1773 5.4337
N 4.6924 -2.7684 3.8918
C 3.6754 -1.8444 3.8690
C 4.1380 -0.5266 3.4995
C 5.4838 -0.7071 3.3495
C 5.8123 -2.0556 3.6316
H 4.7269 -3.7485 4.1333
H 2.6667 -2.1966 4.0267
H 3.6026 0.3542 3.1770
H 6.0961 0.0951 2.9650
H 6.7945 -2.5047 3.6340
N -2.1457 1.9635 1.2570
C -3.1251 1.3146 0.6061
C -4.0501 2.3081 0.3093
C -3.6015 3.5574 0.7080
C -2.3601 3.3055 1.3076
H -1.2799 1.4930 1.4783
H -3.0644 0.2395 0.5225
H -4.8903 1.9488 -0.2663
H -4.1309 4.4714 0.4831
H -1.6600 3.9885 1.7655
N 1.2815 0.0805 -7.2341
C 0.3272 -0.3293 -6.3245
C 1.0339 -0.6143 -5.1512
C 2.3998 -0.1998 -5.3331
C 2.4753 0.2480 -6.6422
H 1.2141 0.3440 -8.2068
H -0.6961 -0.4595 -6.6444
H 0.6454 -1.0001 -4.2202
H 3.1661 -0.2809 -4.5763
H 3.3008 0.7178 -7.1563
N 1.1965 -4.4979 -0.9108
C 1.3335 -4.1731 0.4464
C 0.2743 -4.7107 1.2160
C -0.5764 -5.4864 0.3394
C 0.0013 -5.1753 -0.9074
H 1.8583 -4.3933 -1.6666
H 2.1971 -3.6450 0.8228
H 0.2096 -4.5004 2.2734
H -1.4785 -6.0616 0.4869
H -0.4569 -5.4118 -1.8563
N -1.1919 1.9215 -5.3993
C -0.7712 2.2117 -4.0800
C -1.5880 3.2245 -3.6144
C -2.5389 3.5619 -4.6086
C -2.2617 2.7197 -5.6504
H -0.8364 1.1171 -5.8960
H 0.1275 1.7323 -3.7208
H -1.3962 3.7364 -2.6830
H -3.2866 4.3327 -4.4939
H -2.7370 2.5667 -6.6081

Entry 9:
Molecular formula: C3H7N3O2
Method: DFT, wB97M-V/def2-TZVPD

Summary:
E = -433.1016 Ha
Kohn-Sham gap = 10.00 eV
ΔE to the lowest compared entry with this formula, charge and spin = 6.019 eV
SMILES = CN(NC=O)C(N)=O

Element x y z (Å)
C 0.7354 1.2614 -0.3146
N -0.2282 0.1298 0.3685
N -1.4398 -0.0431 -0.3657
C -2.4208 -0.3875 0.5137
O -3.5985 -0.4239 -0.0552
C 0.6666 -1.0159 0.2037
N 1.9390 -0.7383 0.3984
O 0.1925 -2.0244 -0.4324
H 0.2002 2.3088 -0.7763
H 1.2612 1.7228 0.5279
H 1.3638 1.0829 -1.2555
H -1.4556 -0.8951 -1.0666
H -2.1851 -0.1092 1.6400
H 2.2962 0.4561 0.6556
H 2.6732 -1.3245 -0.0415

Entry 10:
Molecular formula: C2H4N6
Method: DFT, wB97M-V/def2-TZVPD

Summary:
E = -407.0558 Ha
Kohn-Sham gap = 9.64 eV
ΔE to the lowest compared entry with this formula, charge and spin = 1.664 eV
SMILES = N/N=C/n1ncnn1

Element x y z (Å)
N -2.8819 -0.1475 -0.1598
N -1.6249 -0.6717 -0.2058
C -0.6633 0.1238 0.0594
N 0.6997 -0.1587 0.0172
N 1.5089 0.9173 -0.0601
C 2.6939 0.3185 -0.1744
N 2.5697 -1.0344 -0.0230
N 1.3150 -1.3150 -0.0005
H -2.8800 0.8247 0.2169
H -3.5089 -0.8141 0.2918
H -0.8872 1.1590 0.2434
H 3.6589 0.7982 -0.2053